Below is one molecule with the formula C5H12N2S, with properties calculated with ωB97M-V/def2-TZVPD.

Kohn-Sham gap ... 8.87 eV
E_LUMO ... 0.838 eV
Energy relative to the best compared isomer or geometry (same formula, charge and spin) ... 1.009 eV
M ... 132.2 g/mol
E_HOMO ... -8.0 eV
Total charge ... 0
SMILES string ... CS[C@@H]1C[C@]1(N)CN

Geometry (Å):
C1 -2.332 1.597 -0.489
C2 -0.670 -0.477 -0.637
C3 0.146 -1.704 -0.360
C4 0.814 -0.368 -0.294
C5 1.214 0.145 1.026
H1 -3.102 2.152 0.017
H2 -2.732 1.264 -1.436
H3 -1.486 2.294 -0.649
H4 -1.049 -0.334 -1.669
H5 -0.046 -2.320 0.525
H6 0.397 -2.241 -1.293
H7 1.270 -0.418 -2.272
H8 1.651 1.010 -1.572
H9 0.999 1.193 1.076
H10 0.625 -0.321 1.802
H11 3.207 0.199 0.540
H12 2.775 -1.177 1.200
N1 1.704 0.000 -1.416
N2 2.650 -0.177 1.263
S1 -1.751 0.299 0.583

---

Below is one molecule with the formula C8H11IN2O2S, with properties calculated with ωB97M-V/def2-TZVPD.

Kohn-Sham gap ... 7.12 eV
E_LUMO ... -0.816 eV
Energy relative to the best compared isomer or geometry (same formula, charge and spin) ... 2.073 eV
M ... 326.2 g/mol
E_HOMO ... -7.9 eV
Total charge ... 0

Geometry (Å):
C1 1.887 3.047 0.846
C2 2.844 2.864 -0.241
C3 0.633 1.004 0.736
C4 2.624 0.519 -0.662
C5 -1.405 -1.194 1.396
C6 -2.561 -1.200 -0.785
C7 -0.254 -2.213 -0.570
C8 -1.195 -1.110 -0.064
N1 0.956 2.166 0.965
N2 3.078 1.641 -0.450
O1 -1.805 1.548 -0.410
O2 0.159 0.846 -1.731
S1 -0.655 0.707 -0.515
I1 3.576 -1.278 -0.107
H1 1.941 3.914 1.478
H2 3.616 3.549 -0.459
H3 -2.094 -0.338 1.770
H4 -1.831 -2.173 1.606
H5 -0.519 -1.201 1.948
H6 -3.179 -0.803 0.043
H7 -2.949 -2.252 -1.034
H8 -2.868 -0.643 -1.614
H9 0.020 -2.972 0.269
H10 -0.747 -2.690 -1.382
H11 0.725 -1.735 -1.033

---

Below is a 6-piece molecular cluster, C41H41Cl2NO23 overall, with properties calculated with ωB97M-V/def2-TZVPD.

Kohn-Sham gap ... 8.04 eV
E_LUMO ... -1.701 eV
M ... 986.7 g/mol
E_HOMO ... -9.7 eV
Total charge ... 0
SMILES string ... CC(C)C[C@H](C)CON(C(=O)O)[C@H](Cl)[C@H](C)Cl.O=C1C=C(O)C(=O)C=C1O.O=C1C=C(O)C(=O)C=C1O.O=C1C=C(O)C(=O)C=C1O.O=C1C=C(O)C(=O)C=C1O.O=C1C=C(O)C(=O)C=C1O

Geometry (Å):
C1 -6.370 -4.964 -5.267
C2 -5.234 -4.175 -5.956
C3 -4.699 -4.842 -7.244
C4 -4.119 -3.767 -4.983
C5 -3.494 -4.847 -4.066
C6 -3.456 -6.270 -4.629
C7 -4.072 -4.851 -2.640
O1 -2.980 -4.668 -1.690
N1 -3.110 -3.637 -0.758
C8 -4.210 -3.884 0.141
O2 -5.333 -3.550 -0.052
O3 -3.838 -4.620 1.210
C9 -2.818 -2.309 -1.196
Cl1 -4.149 -1.447 -2.087
C10 -1.448 -2.345 -1.925
C11 -0.365 -1.864 -0.971
Cl2 -1.383 -1.385 -3.432
H1 -6.489 -5.955 -5.709
H2 -7.329 -4.461 -5.383
H3 -6.191 -5.117 -4.202
H4 -5.682 -3.235 -6.285
H5 -4.752 -4.149 -8.085
H6 -5.265 -5.734 -7.516
H7 -3.650 -5.116 -7.148
H8 -3.307 -3.287 -5.533
H9 -4.526 -2.991 -4.333
H10 -2.448 -4.557 -3.930
H11 -2.844 -6.896 -3.975
H12 -4.447 -6.726 -4.660
H13 -3.011 -6.307 -5.620
H14 -4.512 -5.822 -2.397
H15 -4.839 -4.094 -2.491
H16 -3.040 -4.252 1.610
H17 -2.705 -1.709 -0.296
H18 -1.257 -3.371 -2.219
H19 -0.649 -0.927 -0.498
H20 0.574 -1.716 -1.499
H21 -0.210 -2.619 -0.198
C12 0.908 2.866 2.678
C13 0.346 1.815 2.063
C14 0.540 0.388 2.536
O4 -0.027 -0.485 1.897
C15 1.371 0.143 3.689
C16 1.928 1.192 4.314
C17 1.727 2.618 3.837
O5 2.305 3.473 4.489
O6 2.707 1.083 5.378
O7 -0.424 1.923 0.992
H22 0.775 3.885 2.340
H23 1.523 -0.877 4.010
H24 2.958 1.991 5.653
H25 -0.696 1.014 0.757
C18 2.332 4.917 7.617
C19 3.428 4.295 8.067
C20 4.247 4.821 9.227
O8 5.216 4.157 9.549
C21 3.834 6.051 9.865
C22 2.734 6.675 9.416
C23 1.906 6.138 8.262
O9 0.924 6.787 7.953
O10 2.262 7.802 9.921
O11 3.897 3.167 7.551
H26 1.756 4.533 6.786
H27 4.426 6.429 10.686
H28 1.460 8.014 9.402
H29 4.697 2.946 8.071
C24 -1.808 8.245 0.380
C25 -0.673 7.664 0.795
C26 -0.659 6.554 1.827
O12 0.436 6.095 2.109
C27 -1.906 6.116 2.403
C28 -3.043 6.698 1.990
C29 -3.061 7.796 0.942
O13 -4.157 8.234 0.643
O14 -4.243 6.382 2.441
O15 0.530 7.989 0.353
H30 -1.826 9.035 -0.358
H31 -1.887 5.333 3.148
H32 -4.872 6.960 1.961
H33 1.159 7.404 0.823
C30 6.114 0.011 2.758
C31 7.253 -0.327 3.381
C32 7.829 0.489 4.522
O16 8.862 0.070 5.014
C33 7.137 1.685 4.943
C34 5.998 2.027 4.322
C35 5.414 1.198 3.190
O17 4.366 1.593 2.707
O18 5.292 3.097 4.639
O19 7.978 -1.388 3.076
H34 5.697 -0.567 1.946
H35 7.561 2.267 5.750
H36 4.507 3.127 4.054
H37 8.738 -1.381 3.694
C36 -0.127 -5.224 -8.246
C37 0.875 -5.166 -9.136
C38 1.915 -4.060 -9.120
O20 2.783 -4.129 -9.973
C39 1.816 -3.021 -8.123
C40 0.813 -3.076 -7.233
C41 -0.217 -4.192 -7.241
O21 -1.073 -4.133 -6.376
O22 0.628 -2.186 -6.276
O23 1.063 -6.048 -10.101
H38 -0.871 -6.008 -8.251
H39 2.554 -2.232 -8.124
H40 -0.159 -2.470 -5.765
H41 1.864 -5.752 -10.581